*one*
Entry from OMol25: 2 unconnected molecules or ions with the total composition C4H8NO3 (ωB97M-V/def2-TZVPD).

Orbital gap ... 7.1897 eV
Total charge ... -1
Multiplicity ... 1

Last column: Löwdin charge in e.
Geometry (Å):
1 O -0.95460 -0.96473 3.01282  0.01
2 C -0.86841 -0.33538 1.96249  -0.56
3 N 0.00866 -0.69660 0.98512  -0.01
4 C -1.71194 0.88304 1.65227  -0.02
5 C 0.87767 -1.84519 1.15162  -0.09
6 H 0.05071 -0.14642 0.12369  0.15
7 H -2.32913 0.71821 0.75309  0.09
8 H -2.38079 1.08273 2.50631  0.08
9 H -1.07856 1.77069 1.48638  0.09
10 H 1.50170 -1.95790 0.24913  0.09
11 H 0.28990 -2.76815 1.29045  0.08
12 H 1.54046 -1.71567 2.02371  0.08
13 O 0.39193 1.99382 -3.53032  -0.18
14 O 2.00367 0.48460 -4.11287  -0.18
15 C 1.26199 1.48767 -4.28769  -0.71
16 H 1.39674 2.00926 -5.26619  0.07

*two*
Entry from OMol25: 2 unconnected molecules or ions with the total composition C4H8NO3 (ωB97M-V/def2-TZVPD).

Orbital gap ... 8.1481 eV
Total charge ... -1
Multiplicity ... 1

Last column: Löwdin charge in e.
Geometry (Å):
1 N 0.55697 -0.29588 -2.89462  0.07
2 C -0.41994 0.09427 -1.91794  -0.85
3 O -1.23767 -0.80052 -1.59809  -0.11
4 O -0.31648 1.26569 -1.49090  -0.10
5 H 0.27641 -1.09554 -3.43532  0.04
6 H 0.94086 0.46429 -3.42837  0.05
7 C 0.56117 1.40371 1.40767  -0.14
8 C 0.40059 -0.02162 1.82341  -0.16
9 C -0.60324 -0.77599 1.42089  -0.22
10 O -0.73932 -2.08234 1.85382  -0.04
11 H 1.34035 1.49768 0.64935  0.06
12 H -0.34431 1.85059 1.01325  0.06
13 H 0.90654 2.00163 2.26346  0.05
14 H 1.13377 -0.48824 2.47504  0.09
15 H -1.35221 -0.41419 0.72627  0.10
16 H -1.10348 -2.60354 1.13209  0.08

The least stable of them is *two*.

*one*
Entry from OMol25: C4H6N2O2 in the gas phase (ωB97M-V/def2-TZVPD).

Orbital gap ... 9.8855 eV
Multiplicity ... 1
SMILES string ... O=C1CNCC=NO1

Last column: Löwdin charge in e.
Geometry (Å):
1 O -2.66771 -0.54678 -0.32848  0.19
2 C -1.59684 -0.53257 0.08572  -0.39
3 C -1.00822 0.70433 0.61874  -0.23
4 N 0.08091 1.16709 -0.05861  -0.06
5 C 1.20610 0.18824 -0.58775  -0.14
6 C 1.30136 -0.91491 0.27133  -0.22
7 N 0.41291 -1.71620 0.47529  0.07
8 O -0.68610 -1.61001 -0.43814  -0.04
9 H -1.68288 1.40219 0.98924  0.12
10 H -0.47085 0.54778 1.60281  0.15
11 H -0.18348 1.73718 -0.98695  0.17
12 H 0.89828 -0.18673 -1.48991  0.08
13 H 2.08482 0.88170 -0.87521  0.15
14 H 2.31170 -1.12133 0.72191  0.15

*two*
Entry from OMol25: C4H6N2O2 in the gas phase (ωB97M-V/def2-TZVPD).

Orbital gap ... 8.2057 eV
Multiplicity ... 1
SMILES string ... Cc1nc(N)oc1O

Last column: Löwdin charge in e.
Geometry (Å):
1 C -1.90698 -1.23008 -0.06487  -0.07
2 C -0.71013 -0.25235 -0.11306  -0.29
3 N 0.45350 -0.98135 0.07854  0.13
4 C 1.41673 -0.05348 0.01584  -0.38
5 N 2.78311 0.06423 0.06541  0.11
6 O 0.81914 1.20817 -0.22115  0.09
7 C -0.45063 1.12775 -0.06761  -0.39
8 O -1.09947 2.36315 -0.01313  0.03
9 H -1.57696 -1.98140 -0.90816  0.09
10 H -1.80313 -1.79324 1.00721  0.12
11 H -2.92032 -0.87710 -0.38211  0.06
12 H 3.22087 -0.86681 0.16039  0.11
13 H 3.08993 0.89470 -0.61116  0.18
14 H -1.31567 2.37782 1.05385  0.20

*three*
Entry from OMol25: C4H6N2O2 in the gas phase (ωB97M-V/def2-TZVPD).

Orbital gap ... 8.2801 eV
Multiplicity ... 1

Last column: Löwdin charge in e.
Geometry (Å):
1 C 1.12599 -0.61737 0.57650  -0.26
2 C 0.06366 -0.10796 1.32991  -0.05
3 C 0.29137 -0.29137 -1.09507  -0.39
4 C -0.85101 0.76582 -0.65447  -0.23
5 O 2.25396 0.16420 0.50401  -0.01
6 N -0.79019 0.05520 2.15112  0.27
7 N -2.09688 0.55055 -0.54157  0.08
8 O 1.18457 0.21196 -1.81165  -0.08
9 H 2.30127 0.45657 -0.44277  0.09
10 H 1.30553 -1.68956 0.69928  0.16
11 H -1.73439 0.37739 1.94420  0.11
12 H -2.34445 -0.43291 -0.68366  0.05
13 H -0.21243 -1.23949 -1.35094  0.13
14 H -0.49699 1.79696 -0.62488  0.12

The least stable of them is *one*.

*one*
Entry from OMol25: C4H6N2O2 in the gas phase (ωB97M-V/def2-TZVPD).

Orbital gap ... 8.6695 eV
Multiplicity ... 1
SMILES string ... C=NN/C=C\C(=O)O

Last column: Löwdin charge in e.
Geometry (Å):
1 C 2.81415 -0.89745 -0.06002  0.01
2 N 1.62448 -0.47518 0.16155  -0.04
3 N 1.50264 0.87054 -0.06100  -0.06
4 C 0.29794 1.46597 -0.03225  -0.14
5 C -1.06422 1.11494 0.06727  0.02
6 C -1.77530 -0.26984 -0.02089  -0.52
7 O -2.97660 -0.35906 -0.01441  0.08
8 O -0.95486 -1.35853 -0.04127  0.04
9 H 3.68852 -0.31408 -0.17922  0.06
10 H 2.94864 -1.97451 0.13093  0.09
11 H 2.45588 1.37399 0.02982  0.18
12 H 0.42329 2.57439 -0.13662  0.12
13 H -1.64666 2.01597 0.19137  0.08
14 H 0.05679 -1.18425 -0.01935  0.07

*two*
Entry from OMol25: C4H6N2O2 in the gas phase (ωB97M-V/def2-TZVPD).

Orbital gap ... 8.8403 eV
Multiplicity ... 1
SMILES string ... NC1=C(O)OC=NC1

Last column: Löwdin charge in e.
Geometry (Å):
1 N -1.99805 -0.27483 -0.14510  0.09
2 C -0.59129 -0.10528 -0.00965  -0.21
3 C 0.02394 1.02362 0.13149  -0.37
4 O -0.55520 2.24327 0.23147  0.09
5 O 1.39258 1.12427 0.14086  0.09
6 C 2.11556 0.04067 0.19655  -0.25
7 N 1.66929 -1.12514 0.17518  0.06
8 C 0.29336 -1.43754 -0.04046  -0.12
9 H -2.50631 -0.84502 0.52382  0.09
10 H -2.48055 0.60189 -0.34555  0.08
11 H -0.60446 2.56919 -0.68406  0.13
12 H 3.20561 0.07068 0.19457  0.14
13 H -0.05079 -2.02509 0.67554  0.06
14 H 0.08630 -1.86070 -1.04468  0.13

*three*
Entry from OMol25: C4H6N2O2 in the gas phase (ωB97M-V/def2-TZVPD).

Orbital gap ... 8.6044 eV
Multiplicity ... 1

Last column: Löwdin charge in e.
Geometry (Å):
1 C -0.70903 -0.47530 0.05517  -0.32
2 C 0.74936 -0.73308 -0.21774  -0.05
3 C -1.52651 0.37916 -0.87099  -0.04
4 C 1.49483 0.56214 0.04402  -0.54
5 O 2.03772 0.57041 1.26431  0.11
6 N -1.20707 -0.88204 1.18992  -0.07
7 N -1.67219 -1.63637 1.90158  0.18
8 O 1.53433 1.50189 -0.70059  0.11
9 H 2.43844 1.42690 1.45175  0.13
10 H 0.89922 -1.02327 -1.26368  0.13
11 H 1.12998 -1.51029 0.45231  0.12
12 H -1.36015 0.09231 -1.90868  0.08
13 H -1.21800 1.42572 -0.76955  0.08
14 H -2.59094 0.30182 -0.62785  0.08

*four*
Entry from OMol25: C4H6N2O2 in the gas phase (ωB97M-V/def2-TZVPD).

Orbital gap ... 8.7664 eV
Multiplicity ... 1
SMILES string ... Cn1c(O)cnc1O

Last column: Löwdin charge in e.
Geometry (Å):
1 C -0.09546 -1.90695 0.41882  -0.03
2 N 0.04667 -0.53462 0.04767  -0.02
3 C -0.00838 0.10419 -1.16086  -0.38
4 O -0.08191 -0.65875 -2.28887  0.08
5 C -0.08696 1.40904 -0.94215  -0.09
6 N 0.00855 1.67810 0.48043  0.10
7 C 0.10646 0.48055 1.02375  -0.40
8 O 0.20760 0.06758 2.33922  0.04
9 H 0.10211 -2.11078 1.45223  0.07
10 H -1.14295 -2.17946 0.20502  0.10
11 H 0.68695 -2.63058 -0.02488  0.12
12 H -0.05828 -0.02310 -3.02864  0.12
13 H -0.27910 2.28580 -1.59728  0.11
14 H -0.19468 0.86216 2.85681  0.17

The least stable of them is *one*.